(1)
Entry from the Open Molecules 2025 dataset: a molecular structure, C10H32FeN2O13V (ωB97M-V/def2-TZVPD).

Cartesian coordinates (Å):
V (-1.19, 2.63, 0.93)
Fe (-3.25, 1.46, -2.18)
C (-0.88, 0.56, -0.62)
O (-1.10, 0.56, 0.57)
O (-1.73, 0.30, -1.46)
O (-0.46, 1.69, -0.79)
C (-4.02, 2.29, 0.17)
O (-4.23, 1.27, -0.44)
O (-3.33, 2.44, 1.18)
O (-3.21, 2.72, -0.65)
O (-1.12, 1.71, 3.09)
H (-0.60, 1.50, 3.86)
H (-2.00, 1.38, 3.30)
O (0.84, 3.12, 1.52)
H (1.32, 3.46, 2.27)
H (1.51, 2.78, 0.93)
O (-3.29, -1.24, 0.87)
H (-3.80, -0.49, 0.56)
H (-2.38, -1.01, 0.69)
O (-4.21, -0.33, -2.82)
H (-4.79, -0.29, -3.58)
H (-4.40, -1.17, -2.42)
O (-0.77, 4.35, -0.29)
H (-0.40, 5.18, 0.02)
H (-0.74, 4.42, -1.24)
C (0.57, -2.46, 1.49)
C (0.53, -2.17, 3.03)
C (1.52, -1.07, 3.45)
O (2.84, -1.61, 3.54)
C (3.67, -0.78, 4.27)
N (-0.81, -1.61, 3.18)
H (0.49, -1.48, 1.02)
H (-0.19, -3.17, 1.20)
H (1.54, -2.89, 1.26)
H (0.63, -3.03, 3.70)
H (1.17, -0.62, 4.38)
H (1.55, -0.16, 2.84)
H (3.69, 0.14, 3.68)
H (4.69, -1.15, 4.33)
H (3.22, -0.63, 5.25)
H (-1.49, -2.28, 2.85)
H (-0.91, -0.85, 2.52)
C (2.69, -1.27, -1.27)
C (2.50, -0.60, -2.70)
C (1.31, -1.26, -3.54)
O (1.10, -0.50, -4.74)
C (0.01, -0.98, -5.51)
N (2.16, 0.81, -2.44)
H (3.47, -0.68, -0.79)
H (2.87, -2.35, -1.30)
H (1.77, -1.21, -0.70)
H (3.42, -0.60, -3.29)
H (0.36, -1.30, -3.01)
H (1.52, -2.31, -3.77)
H (-0.92, -0.82, -4.97)
H (0.19, -2.01, -5.83)
H (-0.21, -0.38, -6.39)
H (1.35, 0.93, -1.86)
H (1.87, 1.06, -3.38)

As for the spin multiplicity: 9. The orbital gap (alpha / beta) is 4.873 / 2.670 eV. Its total charge is +3. The calculation puts the HOMO energy (alpha / beta) at -15.985 / -15.990 eV. The calculation puts the maximum force at 14.80 eV/A.

(2)
Entry from the Open Molecules 2025 dataset: a molecular structure, C12H20AlAsF6NSSbSi (ωB97M-V/def2-TZVPD).

Cartesian coordinates (Å):
Al (0.10, 0.24, -0.77)
F (-1.47, -0.02, -1.49)
As (-3.19, 0.56, -0.57)
F (-3.83, 0.60, -2.12)
F (-3.51, -1.10, -0.43)
F (-4.51, 1.10, 0.32)
F (-2.11, 0.42, 0.81)
F (-2.52, 2.14, -0.80)
S (3.59, -1.03, -3.26)
C (2.35, -0.41, -2.53)
N (1.40, 0.05, -1.98)
C (2.77, -1.15, 1.20)
Si (0.93, -1.29, 1.20)
C (0.07, -1.02, 2.82)
C (0.19, -2.50, 0.03)
C (-1.16, -2.88, 0.15)
C (-1.71, -3.79, -0.73)
C (-0.93, -4.33, -1.74)
C (0.41, -3.96, -1.88)
C (0.96, -3.05, -1.01)
H (3.20, -1.98, 1.78)
H (3.10, -0.22, 1.69)
H (3.20, -1.17, 0.20)
H (0.29, -1.86, 3.48)
H (-1.01, -0.94, 2.71)
H (0.44, -0.12, 3.31)
H (-1.78, -2.46, 0.94)
H (-2.75, -4.08, -0.63)
H (-1.36, -5.04, -2.44)
H (1.01, -4.39, -2.68)
H (2.00, -2.77, -1.13)
C (-0.06, 4.24, -1.33)
Sb (0.29, 2.74, 0.12)
C (2.26, 3.11, 0.78)
C (-0.89, 3.27, 1.79)
H (0.13, 5.21, -0.87)
H (-1.09, 4.18, -1.66)
H (0.62, 4.09, -2.17)
H (2.36, 4.16, 1.04)
H (2.97, 2.87, -0.02)
H (2.48, 2.50, 1.65)
H (-0.59, 4.26, 2.12)
H (-0.72, 2.55, 2.59)
H (-1.94, 3.26, 1.51)

As for the spin multiplicity: 2. The orbital gap (alpha / beta) is 8.456 / 6.182 eV. Its total charge is +1. The calculation puts the HOMO energy (alpha / beta) at -11.368 / -12.287 eV. The calculation puts the maximum force at 0.15 eV/A. The calculation puts the energy above the lowest of the compared OMol25 structures with the same formula, charge and spin at 0.000 eV.

(3)
Entry from the Open Molecules 2025 dataset: 2 unconnected molecules or ions with the total composition H4S2 (ωB97M-V/def2-TZVPD).

Cartesian coordinates (Å):
S (-1.14, 2.38, 2.43)
H (-0.24, 2.02, 3.36)
H (-0.60, 1.55, 1.51)
S (0.75, -1.92, -1.82)
H (0.73, -2.97, -2.66)
H (0.49, -1.05, -2.81)

The orbital gap is 10.474 eV. Its total charge is 0. The calculation puts the HOMO energy at -9.772 eV. The calculation puts the maximum force at 0.27 eV/A. The calculation puts the energy above the lowest of the compared OMol25 structures with the same formula, charge and spin at 0.048 eV.

(4)
Entry from the Open Molecules 2025 dataset: a molecular structure, C9H14AuN2P (ωB97M-V/def2-TZVPD).

Cartesian coordinates (Å):
C (-0.87, -0.14, -2.73)
C (-1.73, 1.00, -2.85)
C (-0.87, 2.16, -2.82)
C (0.49, 1.74, -2.81)
C (0.50, 0.32, -2.70)
Au (0.46, -1.74, 0.01)
P (-0.44, -3.78, -0.28)
H (-1.22, -1.16, -2.62)
H (-2.80, 0.99, -2.84)
H (-1.21, 3.20, -2.90)
H (1.37, -0.30, -2.51)
H (1.39, 2.37, -2.77)
H (0.71, -4.55, -0.73)
H (-1.65, -3.95, -1.10)
H (-0.77, -4.13, 1.10)
C (0.59, 2.03, 1.05)
C (0.57, 0.86, 1.94)
N (0.48, -0.44, 1.63)
C (0.39, -1.16, 2.81)
C (0.55, -0.32, 3.86)
N (0.64, 0.95, 3.29)
H (0.82, 2.91, 1.65)
H (1.34, 1.92, 0.27)
H (-0.38, 2.19, 0.56)
H (0.25, -2.23, 2.79)
H (0.60, -0.55, 4.90)
H (0.78, 1.82, 3.78)

As for the spin multiplicity: 3. The orbital gap (alpha / beta) is 4.300 / 6.381 eV. Its total charge is 0. The calculation puts the HOMO energy (alpha / beta) at -3.651 / -7.788 eV. The calculation puts the maximum force at 3.22 eV/A. The calculation puts the energy above the lowest of the compared OMol25 structures with the same formula, charge and spin at 0.506 eV.

(5)
Entry from the Open Molecules 2025 dataset: a molecular structure, C24H35F6N8O15S2V2 (ωB97M-V/def2-TZVPD).

Cartesian coordinates (Å):
V (-0.64, 1.27, -3.41)
V (-3.00, 2.63, 0.92)
N (2.54, 2.26, -3.04)
O (1.44, 1.84, -3.41)
O (2.90, 1.89, -1.92)
O (3.20, 2.90, -3.82)
N (-2.12, 3.91, -1.89)
O (-2.47, 3.80, -0.72)
O (-1.36, 3.09, -2.40)
O (-2.85, 4.55, -2.59)
N (-2.90, 1.61, 3.45)
O (-3.61, 1.22, 2.48)
O (-2.65, 0.97, 4.40)
O (-2.35, 2.64, 2.98)
C (1.11, 0.01, 0.95)
F (1.40, -1.18, 0.64)
F (0.78, 0.08, 2.23)
F (2.08, 0.90, 0.79)
S (-0.53, 0.50, -0.04)
O (-0.18, 0.72, -1.47)
O (-1.42, -0.66, -0.07)
O (-1.27, 1.63, 0.58)
C (-4.58, -1.08, -1.62)
F (-5.03, -1.31, -0.36)
F (-3.59, -1.94, -1.79)
F (-5.49, -1.22, -2.57)
S (-3.89, 0.72, -1.86)
O (-2.58, 0.63, -2.62)
O (-4.87, 1.45, -2.63)
O (-3.69, 1.27, -0.49)
N (4.59, -4.21, 3.03)
C (4.37, -4.26, 1.70)
C (3.64, -3.09, 1.41)
C (3.55, -2.35, 2.57)
C (4.18, -3.05, 3.60)
H (5.13, -4.92, 3.51)
H (4.73, -5.02, 1.03)
H (3.24, -2.76, 0.46)
H (3.05, -1.40, 2.65)
H (4.48, -2.80, 4.60)
N (4.60, 1.00, 5.90)
C (3.99, 1.13, 7.14)
C (2.56, 1.01, 6.87)
C (2.41, 0.69, 5.55)
C (3.65, 0.65, 4.94)
H (5.60, 1.06, 5.74)
H (4.67, 1.30, 7.96)
H (1.77, 0.92, 7.60)
H (1.44, 0.49, 5.10)
H (3.81, 0.47, 3.89)
N (-3.93, -3.33, 3.74)
C (-4.48, -4.06, 2.70)
C (-4.04, -3.37, 1.54)
C (-3.31, -2.30, 1.88)
C (-3.05, -2.44, 3.21)
H (-4.04, -3.60, 4.70)
H (-5.03, -4.95, 2.95)
H (-4.24, -3.54, 0.50)
H (-3.01, -1.59, 1.13)
H (-2.48, -1.71, 3.76)
N (0.61, 4.86, 0.00)
C (1.13, 3.66, 0.49)
C (0.92, 3.77, 1.89)
C (0.17, 4.91, 2.19)
C (0.06, 5.60, 0.97)
H (0.73, 5.16, -0.96)
H (1.69, 3.01, -0.16)
H (1.26, 3.14, 2.70)
H (-0.06, 5.29, 3.17)
H (-0.26, 6.62, 0.82)
C (1.58, -1.62, -2.69)
C (1.29, -1.22, -4.12)
N (-0.11, -0.67, -4.36)
C (-1.00, -1.82, -4.03)
C (-2.42, -1.89, -4.78)
C (-0.10, -0.46, -5.84)
C (0.98, 0.44, -6.52)
H (2.53, -2.14, -2.76)
H (0.95, -2.27, -2.08)
H (1.72, -0.74, -2.05)
H (2.02, -0.48, -4.46)
H (1.45, -2.02, -4.85)
H (-0.67, -2.82, -4.29)
H (-1.24, -1.91, -2.97)
H (-2.15, -2.26, -5.76)
H (-2.93, -2.70, -4.26)
H (-2.98, -0.96, -4.70)
H (-1.03, -0.05, -6.23)
H (-0.07, -1.45, -6.29)
H (1.70, -0.24, -6.97)
H (1.57, 1.14, -5.94)
H (0.45, 1.07, -7.24)

As for the spin multiplicity: 6. The orbital gap (alpha / beta) is 2.916 / 2.135 eV. Its total charge is +2. The calculation puts the HOMO energy (alpha / beta) at -11.156 / -11.158 eV. The calculation puts the maximum force at 7.18 eV/A.

(6)
Entry from the Open Molecules 2025 dataset: C4H7NO in the gas phase (ωB97M-V/def2-TZVPD).

Cartesian coordinates (Å):
O (2.34, 0.72, -0.27)
C (1.16, 0.49, -0.29)
C (0.50, -0.88, -0.22)
C (-0.73, -0.91, 0.71)
C (-1.10, 1.52, -0.53)
N (0.20, 1.56, -0.26)
H (0.25, -1.18, -1.25)
H (1.28, -1.57, 0.12)
H (-1.46, -1.64, 0.36)
H (-0.44, -1.14, 1.73)
H (-1.30, 0.59, -1.10)
H (-1.27, 0.04, 0.79)
H (0.56, 2.39, 0.21)

The orbital gap is 9.035 eV. Its total charge is 0. The calculation puts the HOMO energy at -8.863 eV. The calculation puts the maximum force at 0.83 eV/A. The calculation puts the energy above the lowest of the compared OMol25 structures with the same formula, charge and spin at 3.106 eV.